{"formula": "C63H133N7O7", "method": "wB97M-V/def2-TZVPD", "elements": ["C", "C", "C", "C", "C", "C", "C", "C", "C", "N", "O", "H", "H", "H", "H", "H", "H", "H", "H", "H", "H", "H", "H", "H", "H", "H", "H", "H", "H", "H", "C", "C", "C", "C", "C", "C", "C", "C", "C", "N", "O", "H", "H", "H", "H", "H", "H", "H", "H", "H", "H", "H", "H", "H", "H", "H", "H", "H", "H", "H", "C", "C", "C", "C", "C", "C", "C", "C", "C", "N", "O", "H", "H", "H", "H", "H", "H", "H", "H", "H", "H", "H", "H", "H", "H", "H", "H", "H", "H", "H", "C", "C", "C", "C", "C", "C", "C", "C", "C", "N", "O", "H", "H", "H", "H", "H", "H", "H", "H", "H", "H", "H", "H", "H", "H", "H", "H", "H", "H", "H", "C", "C", "C", "C", "C", "C", "C", "C", "C", "N", "O", "H", "H", "H", "H", "H", "H", "H", "H", "H", "H", "H", "H", "H", "H", "H", "H", "H", "H", "H", "C", "C", "C", "C", "C", "C", "C", "C", "C", "N", "O", "H", "H", "H", "H", "H", "H", "H", "H", "H", "H", "H", "H", "H", "H", "H", "H", "H", "H", "H", "C", "C", "C", "C", "C", "C", "C", "C", "C", "N", "O", "H", "H", "H", "H", "H", "H", "H", "H", "H", "H", "H", "H", "H", "H", "H", "H", "H", "H", "H"], "positions_angstrom": [[-6.341, 7.453, 10.894], [-5.571, 7.902, 9.640], [-4.187, 8.765, 9.863], [-4.994, 6.602, 8.981], [-5.982, 5.944, 8.015], [-6.518, 7.018, 7.072], [-7.186, 8.254, 7.733], [-7.265, 9.291, 6.591], [-8.613, 7.990, 8.140], [-6.281, 8.780, 8.711], [-6.692, 9.971, 9.193], [-7.222, 6.863, 10.641], [-5.756, 6.862, 11.598], [-6.849, 8.292, 11.370], [-4.268, 9.788, 10.230], [-3.608, 8.151, 10.552], [-3.638, 8.862, 8.926], [-4.056, 6.837, 8.480], [-4.842, 5.914, 9.813], [-5.579, 5.154, 7.380], [-6.786, 5.456, 8.566], [-7.243, 6.604, 6.371], [-5.733, 7.355, 6.396], [-7.728, 10.209, 6.952], [-7.800, 8.806, 5.774], [-6.320, 9.634, 6.170], [-8.649, 7.121, 8.797], [-9.426, 7.883, 7.422], [-8.870, 8.864, 8.738], [-5.931, 10.508, 8.961], [-8.770, 4.056, -8.996], [-8.250, 5.291, -9.710], [-8.556, 6.613, -8.985], [-6.673, 5.247, -9.700], [-6.171, 4.342, -10.829], [-6.656, 4.893, -12.179], [-8.220, 4.859, -12.381], [-8.563, 5.759, -13.527], [-8.572, 3.384, -12.735], [-8.742, 5.425, -11.136], [-10.107, 5.624, -11.222], [-8.418, 3.199, -9.570], [-8.462, 3.807, -7.981], [-9.855, 3.958, -9.047], [-7.925, 6.620, -8.096], [-8.405, 7.473, -9.637], [-9.607, 6.598, -8.696], [-6.254, 6.252, -9.751], [-6.351, 4.807, -8.756], [-5.084, 4.435, -10.828], [-6.412, 3.312, -10.568], [-6.301, 4.225, -12.964], [-6.166, 5.818, -12.482], [-9.601, 5.652, -13.844], [-8.090, 5.449, -14.459], [-8.398, 6.803, -13.261], [-9.597, 3.019, -12.798], [-8.272, 2.608, -12.031], [-8.096, 2.945, -13.612], [-10.185, 6.548, -11.471], [1.468, 0.210, 8.245], [2.918, 0.705, 8.246], [3.122, 1.789, 9.346], [3.730, -0.610, 8.756], [5.281, -0.584, 8.453], [5.437, -0.262, 7.046], [4.803, 1.136, 6.540], [5.726, 2.213, 7.066], [4.878, 1.112, 5.012], [3.335, 1.203, 7.016], [2.740, 2.347, 6.547], [1.279, -0.261, 9.210], [0.761, 1.039, 8.207], [1.257, -0.437, 7.394], [4.145, 2.141, 9.482], [2.626, 2.694, 8.994], [2.609, 1.415, 10.233], [3.595, -0.681, 9.835], [3.219, -1.520, 8.443], [5.900, 0.068, 9.068], [5.669, -1.596, 8.566], [5.176, -1.064, 6.356], [6.525, -0.274, 6.981], [6.657, 1.970, 6.554], [5.744, 2.269, 8.154], [5.421, 3.209, 6.747], [4.628, 2.088, 4.595], [4.187, 0.344, 4.665], [5.877, 0.794, 4.712], [2.318, 2.034, 5.744], [10.228, 1.677, -1.287], [11.640, 1.020, -1.237], [12.618, 2.204, -1.501], [11.880, 0.520, 0.192], [11.673, -0.935, 0.465], [12.356, -1.779, -0.619], [11.733, -1.477, -1.954], [12.519, -2.359, -2.958], [10.286, -1.986, -2.034], [12.027, -0.014, -2.198], [11.578, 0.346, -3.422], [10.058, 2.160, -2.249], [9.413, 0.954, -1.310], [10.029, 2.461, -0.556], [13.614, 1.964, -1.128], [12.804, 2.383, -2.560], [12.443, 3.124, -0.942], [12.854, 0.851, 0.554], [11.252, 1.041, 0.915], [12.112, -1.226, 1.420], [10.621, -1.103, 0.698], [12.155, -2.816, -0.352], [13.426, -1.590, -0.711], [12.106, -2.158, -3.946], [12.427, -3.418, -2.719], [13.570, -2.079, -3.023], [9.604, -1.355, -1.464], [10.241, -3.025, -1.706], [10.031, -1.927, -3.092], [12.395, 0.566, -3.877], [-2.673, -6.555, -6.895], [-3.091, -7.230, -5.535], [-1.803, -7.188, -4.540], [-4.155, -6.260, -4.969], [-5.036, -6.813, -3.853], [-5.616, -8.158, -4.369], [-4.574, -9.218, -4.818], [-3.882, -9.689, -3.584], [-5.310, -10.436, -5.496], [-3.652, -8.565, -5.805], [-2.720, -9.460, -6.391], [-3.410, -6.691, -7.687], [-2.495, -5.480, -6.861], [-1.771, -7.089, -7.193], [-1.010, -7.849, -4.889], [-1.295, -6.227, -4.615], [-1.993, -7.502, -3.513], [-3.671, -5.355, -4.601], [-4.829, -5.947, -5.767], [-4.310, -7.037, -3.072], [-5.896, -6.247, -3.494], [-6.140, -7.917, -5.293], [-6.302, -8.580, -3.635], [-3.771, -8.904, -2.836], [-2.877, -10.062, -3.779], [-4.398, -10.505, -3.079], [-5.706, -10.167, -6.475], [-6.081, -10.845, -4.843], [-4.555, -11.220, -5.569], [-1.977, -9.365, -5.791], [-0.564, 0.404, -1.232], [-0.307, 1.796, -1.871], [1.203, 1.911, -2.319], [-1.196, 1.810, -3.191], [-2.709, 2.089, -2.999], [-2.836, 3.367, -2.164], [-2.076, 3.407, -0.796], [-2.087, 4.787, -0.212], [-2.764, 2.457, 0.200], [-0.721, 2.902, -1.039], [0.043, 2.847, 0.158], [0.099, -0.345, -1.665], [-0.396, 0.441, -0.155], [-1.616, 0.144, -1.347], [1.945, 1.566, -1.599], [1.351, 1.510, -3.321], [1.454, 2.958, -2.486], [-0.842, 2.579, -3.877], [-1.063, 0.821, -3.630], [-3.135, 2.124, -4.002], [-3.227, 1.213, -2.609], [-3.902, 3.581, -2.086], [-2.608, 4.278, -2.719], [-3.121, 4.990, 0.069], [-1.765, 5.415, -1.042], [-1.497, 5.005, 0.678], [-3.611, 1.871, -0.157], [-3.245, 3.061, 0.968], [-2.059, 1.765, 0.662], [0.704, 3.503, -0.073], [2.253, -5.838, 3.607], [2.799, -7.219, 3.291], [2.230, -8.106, 4.464], [2.227, -7.656, 1.938], [2.981, -8.813, 1.247], [4.393, -8.355, 1.117], [5.107, -8.069, 2.418], [5.397, -9.461, 3.107], [6.381, -7.297, 2.069], [4.280, -7.205, 3.266], [4.797, -6.908, 4.499], [2.807, -5.084, 3.047], [1.206, -5.767, 3.314], [2.364, -5.621, 4.669], [2.166, -7.491, 5.362], [1.246, -8.478, 4.179], [2.859, -8.994, 4.525], [1.203, -7.948, 2.170], [1.936, -6.840, 1.276], [2.838, -9.780, 1.730], [2.725, -9.147, 0.241], [4.398, -7.371, 0.647], [5.040, -8.944, 0.468], [6.103, -9.245, 3.909], [5.914, -10.190, 2.483], [4.531, -10.028, 3.446], [7.113, -7.266, 2.877], [6.132, -6.284, 1.755], [6.890, -7.910, 1.326], [5.195, -6.052, 4.327]], "forces_ev_per_a": [[-0.749, 0.895, -0.102], [2.285, 1.125, -0.083], [-1.191, -1.246, 0.799], [-0.992, 0.019, -0.290], [-0.375, 0.653, -0.313], [-0.473, -0.046, -0.073], [0.802, -0.141, -2.907], [-0.070, 0.203, -0.020], [-0.365, 0.085, 1.893], [0.460, -3.467, -1.279], [-0.194, 1.636, 1.315], [0.209, -0.474, -0.506], [0.145, 0.312, 0.010], [0.547, 0.297, 0.386], [-0.435, -0.179, 0.468], [0.380, 0.351, 0.147], [-0.270, -0.383, -0.149], [-0.047, -0.193, -0.018], [0.539, 0.037, -0.066], [0.501, -0.053, 0.259], [-0.215, 0.147, 0.131], [-0.304, -0.204, 0.128], [0.407, 0.177, 0.285], [-0.523, -0.161, -0.224], [-0.353, 0.412, -0.053], [0.423, -0.417, 0.276], [-0.164, -0.089, 0.132], [0.612, -0.024, -0.578], [-0.371, -0.026, 0.260], [-0.215, 0.752, 0.169], [-0.584, -1.156, -0.796], [1.426, 0.987, -0.588], [-1.044, -0.968, -0.037], [-0.950, -0.963, -0.688], [0.455, 1.621, 0.183], [-0.448, -1.751, -0.796], [1.921, -0.919, 1.243], [-1.055, 0.084, -0.828], [-0.395, -1.596, 0.558], [1.187, 0.160, 0.414], [-1.069, -0.171, 0.399], [0.065, -0.187, -0.143], [0.200, 0.824, 0.158], [-0.121, 0.345, 0.074], [-0.146, 0.394, 0.062], [0.337, -0.066, 0.118], [-0.048, 0.253, 0.248], [-0.066, 0.030, -0.270], [-0.131, 0.160, 0.228], [0.184, -0.326, -0.050], [-0.204, -0.059, -0.584], [0.198, -0.256, -0.084], [-0.407, 0.499, 0.653], [-0.371, 0.096, 0.490], [0.767, 0.219, 0.206], [0.287, -0.001, -0.257], [-0.627, 1.168, -0.299], [0.719, 0.534, 0.914], [0.165, 0.858, -0.542], [-0.246, 0.187, 0.015], [-0.238, 1.004, 0.145], [0.738, -1.035, 3.223], [-1.040, 0.014, -0.618], [0.875, 1.358, 0.164], [-2.675, -1.169, 1.013], [0.655, 1.419, -2.237], [-0.446, -1.886, 1.443], [-0.566, 0.644, -0.320], [-0.542, -0.241, 0.573], [3.679, -2.343, -3.288], [-0.669, 1.013, 0.125], [-0.081, -0.370, -0.169], [-0.012, 0.201, -0.178], [0.159, -0.218, 0.185], [0.118, -0.712, 0.338], [-0.398, 0.035, 0.133], [0.427, 0.418, 0.395], [-0.165, 0.475, 0.178], [0.385, -0.027, -0.819], [-0.480, 0.173, 0.284], [0.050, -0.084, 0.426], [-0.691, -0.125, 0.175], [0.315, 0.809, -0.942], [0.458, 0.395, 0.680], [0.557, -0.351, -0.093], [-0.124, 0.046, -0.209], [0.067, -0.079, -0.164], [-0.124, 0.112, -0.233], [0.062, 0.259, -0.071], [-0.298, 0.262, -0.142], [-0.593, -0.799, -1.737], [0.114, 1.728, 1.195], [1.168, -0.477, 0.367], [0.314, 0.882, 1.226], [0.958, -0.516, 0.450], [-1.572, 0.079, 0.991], [0.962, -0.595, 0.012], [-0.227, 1.244, -0.664], [0.245, 1.117, -0.425], [-0.184, -1.885, 2.081], [-0.558, 0.606, -2.444], [0.380, 0.172, -0.214], [-0.039, -0.249, 0.624], [0.424, -0.381, 0.340], [0.163, -0.557, 0.013], [-0.599, 0.324, -0.020], [-0.793, 0.084, -0.304], [0.481, -0.362, -0.401], [-0.412, 0.391, -0.338], [0.350, 0.333, 0.204], [-0.250, -0.541, -0.917], [0.379, -0.245, -0.285], [0.027, 0.058, 0.462], [-0.018, -0.350, -0.188], [-0.076, 0.115, 0.048], [0.105, -0.032, 0.297], [-0.105, -0.207, 0.039], [-0.058, 0.090, 0.038], [-0.470, -0.105, 0.061], [-0.119, 0.079, -0.509], [0.414, -1.243, 0.344], [0.671, 1.279, 0.420], [-0.591, -0.601, -1.350], [-1.194, 0.260, 0.272], [0.868, -2.181, -0.592], [0.435, 0.484, -0.852], [-0.622, 0.292, -0.264], [1.071, -0.633, 1.164], [1.181, 0.796, 0.507], [-1.518, 0.615, -0.192], [-0.363, 0.702, 0.691], [-0.212, -0.332, 0.263], [0.209, -0.081, 0.558], [0.160, 0.334, -0.423], [-0.016, -0.412, -0.234], [-0.465, 0.263, 0.307], [-0.276, 0.369, -0.022], [0.310, 0.004, -0.215], [0.119, -0.013, -0.357], [-0.508, 0.186, 0.730], [0.499, 0.566, -0.091], [-0.588, 0.036, 0.058], [0.006, -0.224, -0.125], [0.032, 0.043, -0.047], [0.111, -0.126, -0.153], [-0.222, -0.037, -0.108], [0.028, -0.077, 0.079], [-0.154, 0.332, 0.024], [-0.075, -0.094, -0.456], [0.691, -0.506, 0.065], [0.018, 0.641, 0.457], [-0.953, -1.077, -1.572], [-0.819, 1.098, 0.131], [0.063, 0.027, 0.720], [1.603, -0.226, 0.205], [-0.889, 0.601, -0.220], [-0.632, -2.993, -0.280], [-0.040, 0.744, -0.785], [-0.849, -0.130, 0.803], [1.126, 1.286, -0.794], [-0.190, 0.303, -0.013], [-0.215, -0.085, -0.067], [0.306, -0.035, -0.011], [0.049, -0.267, -0.179], [-0.262, -0.453, -0.035], [-0.030, -0.685, 0.248], [-0.221, 0.351, 0.179], [0.307, -0.027, -0.047], [0.150, 0.086, -0.292], [-0.106, 0.735, -0.035], [0.063, 0.113, 0.754], [-0.293, -0.271, 1.027], [0.967, -0.187, -0.479], [-0.038, 0.336, -0.261], [-0.043, 0.659, 0.310], [0.250, -0.563, -0.141], [0.196, -0.147, -0.640], [0.233, -0.118, 0.405], [-0.077, 0.215, 0.108], [0.327, 0.070, 0.510], [0.514, 0.657, -0.282], [0.044, -0.566, 0.748], [0.496, -0.318, -1.383], [-1.390, -1.155, -0.389], [-0.167, -0.069, -0.245], [0.860, 1.149, -0.077], [-0.205, -1.537, 1.220], [0.901, 0.676, -0.047], [0.390, -1.074, 0.498], [-1.809, 0.313, -2.372], [0.740, 0.054, 0.918], [-0.038, 0.125, -0.119], [-0.087, -0.046, 0.193], [-0.097, 0.153, -0.093], [0.219, -0.624, 0.133], [-0.183, 0.230, 0.205], [0.026, 0.074, 0.663], [-0.100, -0.547, 0.199], [1.170, 0.409, -0.297], [0.355, 0.144, 0.874], [-0.949, 0.895, -0.297], [-0.444, 0.159, -0.526], [-0.077, -0.411, 0.226], [-0.330, -0.290, 0.466], [0.191, 0.319, -0.544], [-0.183, 0.570, 0.252], [-0.238, 0.208, 0.362], [0.114, -0.167, -0.283], [0.074, 0.451, -0.504], [0.203, 0.222, 0.498]], "lowdin_charge": [-0.03, -0.43, -0.02, -0.14, -0.17, -0.14, -0.54, -0.05, -0.03, -0.18, 0.01, 0.07, 0.08, 0.08, 0.06, 0.07, 0.07, 0.11, 0.11, 0.11, 0.10, 0.12, 0.12, 0.08, 0.08, 0.08, 0.07, 0.09, 0.08, 0.11, -0.03, -0.48, -0.04, -0.14, -0.18, -0.13, -0.50, -0.05, -0.04, -0.12, -0.01, 0.07, 0.09, 0.08, 0.08, 0.09, 0.08, 0.11, 0.11, 0.11, 0.10, 0.10, 0.12, 0.08, 0.09, 0.09, 0.08, 0.06, 0.08, 0.10, -0.05, -0.52, -0.03, -0.09, -0.20, -0.18, -0.44, -0.04, -0.05, -0.15, 0.01, 0.08, 0.08, 0.09, 0.07, 0.07, 0.08, 0.10, 0.10, 0.11, 0.11, 0.12, 0.11, 0.09, 0.07, 0.08, 0.08, 0.08, 0.08, 0.11, -0.04, -0.47, -0.04, -0.16, -0.19, -0.15, -0.51, -0.04, -0.02, -0.11, -0.01, 0.07, 0.07, 0.08, 0.07, 0.07, 0.08, 0.11, 0.12, 0.11, 0.11, 0.12, 0.13, 0.07, 0.09, 0.08, 0.07, 0.09, 0.08, 0.11, -0.04, -0.45, -0.01, -0.16, -0.17, -0.14, -0.50, -0.05, -0.02, -0.10, 0.00, 0.08, 0.08, 0.07, 0.06, 0.08, 0.07, 0.12, 0.11, 0.09, 0.11, 0.12, 0.12, 0.07, 0.08, 0.09, 0.08, 0.08, 0.07, 0.07, -0.03, -0.48, -0.03, -0.13, -0.17, -0.13, -0.51, -0.04, -0.03, -0.12, -0.02, 0.08, 0.07, 0.07, 0.08, 0.08, 0.07, 0.11, 0.11, 0.11, 0.10, 0.12, 0.11, 0.09, 0.08, 0.09, 0.08, 0.07, 0.07, 0.10, -0.05, -0.49, -0.01, -0.13, -0.16, -0.19, -0.51, -0.02, -0.03, -0.15, 0.01, 0.09, 0.09, 0.07, 0.07, 0.08, 0.07, 0.10, 0.12, 0.11, 0.11, 0.12, 0.12, 0.07, 0.08, 0.07, 0.08, 0.09, 0.08, 0.11], "smiles": "CC1(C)CCCC(C)(C)N1O.CC1(C)CCCC(C)(C)N1O.CC1(C)CCCC(C)(C)N1O.CC1(C)CCCC(C)(C)N1O.CC1(C)CCCC(C)(C)N1O.CC1(C)CCCC(C)(C)N1O.CC1(C)CCCC(C)(C)N1O", "e_homo_ev": -7.93, "de_lowest_ev": 7.239, "orbital_gap_ev": 8.219, "total_energy_ev": -92237.1603}